Molecular formula: H80O40
Method: DFT, ωB97M-V/def2-TZVPD

```
! RIJCOSX wB97M-V def2-TZVPD def2/J DEFGRID3
* xyz 0 1
O 1.94689 2.03058 -5.43596
O 5.30778 -0.33137 -0.46759
O -0.09709 -4.93860 -3.14135
O 2.79619 -0.74806 -0.38986
O -6.17811 -0.95460 2.83494
O 4.91425 -1.31328 -4.16041
O 2.28642 0.93816 2.09045
O 5.19656 2.38618 -0.79210
O -1.69707 1.93816 1.01379
O -1.92113 -3.16028 3.98477
O 1.18452 1.19340 -2.39357
O 2.38458 1.92179 6.05844
O 4.85351 2.87082 3.38903
O -4.44334 -0.12955 -4.68735
O -1.51793 3.86644 4.93456
O 0.72554 -2.26441 4.30839
O -0.80008 5.59843 3.24711
O 0.84181 4.94732 0.11549
O -1.82018 -3.35323 -4.76340
O -3.78475 -3.03073 -2.36542
O -3.80394 0.47933 3.30077
O -0.55620 -0.23225 0.79636
O -2.00890 -1.24567 -1.25876
O 0.31273 -3.14366 1.37263
O 2.92424 -4.70965 1.19400
O 0.12742 -2.97837 -1.45268
O -4.66564 -0.89553 0.73739
O -4.93285 -3.41858 0.50629
O -4.83157 3.18894 1.95145
O -4.47157 1.35189 -2.71147
O -4.67441 3.27830 -0.75751
O 2.43888 -1.94371 -2.93781
O 0.26375 -1.36124 -5.21171
O 4.92419 0.45552 3.51433
O 3.42759 -3.08600 4.26662
O 0.75390 3.53409 2.78050
O 1.37742 4.55055 -4.37562
O -1.74547 1.29518 -3.77712
O 3.09530 3.12912 1.46317
O 2.05807 -5.35246 -1.59359
H 2.86990 1.80218 5.30655
H -4.22331 -2.17010 -2.10637
H -2.43314 -3.25904 -4.06589
H 0.03772 4.55752 -0.36805
H 1.36112 2.83668 2.93415
H 0.73387 -3.33006 -0.90296
H -1.20212 1.67157 1.78676
H -1.01160 -3.07286 4.17599
H 3.24427 -4.28540 0.49186
H 3.01703 -3.98797 4.30100
H -1.65849 -0.72787 -0.59750
H -1.03559 0.50950 0.69593
H -4.43605 0.29123 -2.74473
H -3.76291 0.35055 -5.18371
H 4.41316 -2.18770 -4.02339
H 2.82904 3.55927 0.51290
H 1.90620 1.64479 -6.29301
H 0.09940 0.06245 1.40892
H -4.13999 1.69211 -3.61193
H -4.50745 2.29238 -0.75049
H 0.48847 -1.81582 -4.53045
H -1.76152 -4.38174 -4.70695
H -1.00526 3.28638 4.49618
H -2.43210 -2.34559 3.91797
H 6.00822 2.18337 -0.83848
H -0.12987 -3.74138 -2.01059
H 4.93452 3.19916 -1.24231
H 2.69334 1.86925 2.08945
H 4.52757 2.71068 2.55627
H -5.68042 -1.12667 3.70039
H -1.38820 0.85320 -4.48320
H -3.82778 -0.49914 0.53229
H -3.87047 0.28165 2.35344
H -2.13662 0.52332 -3.32554
H -0.21969 -1.96865 -5.78867
H -4.56546 3.12663 1.01415
H 1.48556 1.66181 5.96014
H -2.37787 3.78213 4.64989
H 1.48401 -2.53299 3.72991
H 3.82001 2.51025 0.86906
H 0.33914 0.89623 -2.39261
H -5.75165 -1.67197 2.33647
H -0.82872 4.84068 3.81084
H 3.08578 -1.63925 0.03520
H 1.61577 1.77277 -2.99416
H -2.96816 -3.04355 -1.96335
H -5.81001 3.23990 1.84277
H 5.69874 1.12479 3.36276
H 2.45878 -1.11870 -2.40987
H 3.96397 -3.22910 3.43904
H 0.80969 -4.76343 -2.82956
H -1.10183 -1.46459 -1.33921
H -0.53046 -3.55279 0.93878
H -4.56433 -3.20605 -0.23611
H 1.95586 -0.54345 0.24122
H -4.86705 -2.42726 0.72699
H 4.65207 0.25647 0.15091
H 4.73986 -0.28515 -1.18259
H -3.55266 1.43855 3.42854
H 2.73334 -5.82041 -1.84125
H 4.09578 3.48204 3.55549
H 1.10656 4.34834 2.48371
H -1.06234 2.63305 0.69313
H 4.70670 0.78504 4.38214
H 0.45950 5.35356 0.98588
H -5.50294 3.31874 -1.33425
H -5.50785 -0.37778 1.06151
H -1.62988 5.76269 2.86761
H -0.12349 -2.47164 1.93648
H 2.75948 0.32204 1.70464
H 1.51679 -2.30223 -2.66183
H 4.11443 -0.91104 -4.47476
H -4.04910 -1.03579 -4.79730
H 2.28743 -3.91247 1.41766
H 2.35734 2.94922 -5.24283
H 0.48587 4.77880 -4.57993
H 0.73230 -2.55669 5.17940
H 1.30365 4.34309 -3.44827
H -0.22666 -5.92332 -3.18610
H 1.75949 -5.57740 -0.76336
*
```

Summary:
HOMO level = -10.61 eV
molar mass = 720.600 g mol⁻¹
E_tot = -3057.14140 Ha
HOMO-LUMO gap = 9.96 eV
LUMO = -0.66 eV
F_max = 11.267 eV Å⁻¹



Molecular formula: H80O40
Method: DFT, ωB97M-V/def2-TZVPD

```
! RIJCOSX wB97M-V def2-TZVPD def2/J DEFGRID3
* xyz 0 1
O -2.16191 5.35838 0.42001
O -0.24526 -3.32946 -0.94674
O 5.06413 3.24156 0.97800
O 2.96016 3.92599 3.61694
O -1.36593 5.74001 -2.27847
O 0.83847 -5.14057 0.70848
O 2.29230 -1.24084 4.40387
O -5.26066 -2.68728 2.64886
O -0.74544 -5.25208 3.74620
O 1.70399 0.68697 2.81338
O 0.02870 -2.00141 -3.19647
O -0.54517 -1.41066 2.20792
O 5.58883 1.47296 -1.82422
O 1.11027 3.97410 -3.58768
O -0.01254 -2.47457 -5.95051
O -4.34704 2.05953 -0.11292
O 4.43592 -3.88237 -1.25292
O -3.65279 4.68731 -3.38710
O -4.95983 -2.36055 -0.02265
O -1.63049 2.09558 -5.05527
O 0.65586 5.27436 2.97199
O -1.06953 2.36783 -1.38981
O -0.52190 0.47601 -3.49357
O -0.62808 1.13213 3.61244
O -1.81446 -3.35350 -4.22659
O 1.42715 -3.03416 2.60175
O -2.74416 -1.23416 -1.18001
O 5.20596 -0.29841 3.55656
O 2.64267 4.70049 -1.32950
O -4.12084 -0.31871 1.18676
O 2.66555 -1.32735 -4.83033
O 6.50193 -1.22368 -0.05578
O -1.53561 2.52559 1.29187
O 4.30410 -0.99762 -1.63526
O -3.62306 3.23238 2.77100
O -3.54400 0.17834 4.69639
O -2.47836 -4.51865 0.69227
O 3.74302 -1.68085 0.89444
O -4.29909 -4.38205 -2.10822
O 0.86835 -0.54560 -0.86158
H 0.35446 3.29109 -3.38494
H 0.42563 -2.08465 -5.22171
H 2.04631 1.32476 3.34869
H 1.65029 -3.50257 3.41480
H 4.62047 0.11360 4.25147
H 0.49755 4.31844 2.78806
H 0.39881 -2.36483 -2.32450
H 0.56443 -2.62639 2.56412
H -2.24180 2.58081 2.10333
H 0.67001 -3.41845 -1.06577
H -3.65926 0.59229 1.20212
H -2.14168 4.45901 0.53093
H 0.05749 5.70219 2.30593
H 2.78744 -1.03782 -3.87279
H -0.79969 4.91840 -2.29372
H -0.71443 1.83623 -4.79197
H -2.98706 5.22263 -3.21212
H -2.08252 -1.71400 -0.68289
H -2.83133 5.52202 1.05459
H -3.57120 3.62570 3.64462
H -1.46457 1.03028 3.91709
H -2.11841 5.48998 -1.72972
H -2.03095 -4.66286 -0.05587
H -3.51254 2.49179 0.13755
H -0.14890 1.92270 3.79451
H 5.20652 -3.22319 -0.80751
H -1.35849 -1.67694 2.66399
H -3.54646 -0.51509 5.40656
H 3.48852 -2.57986 0.55666
H -4.43460 -0.08339 0.32094
H 6.45232 -1.59542 0.76396
H 0.16818 -4.97139 3.50300
H -4.85252 -1.90061 2.41914
H -0.99962 1.69831 1.30205
H 3.68847 3.73985 4.23145
H -4.23426 -4.25124 -1.09915
H -0.28337 -3.12608 0.05206
H -0.82208 -2.42855 -3.31885
H 0.36009 -0.15598 -3.41485
H 4.15696 -3.27188 -1.98147
H -0.92152 -5.67763 2.98043
H -3.69146 4.20665 -4.25914
H 5.26923 -0.99773 -1.40137
H 0.73562 0.60381 3.02372
H 5.21989 2.18523 -1.46934
H -5.64137 -2.98615 -0.51107
H 6.46848 -0.28069 -0.23012
H 0.04475 -1.16749 -0.75394
H -4.47794 2.67340 2.85792
H -0.53968 1.56557 -1.41618
H -1.56235 1.62487 -5.90430
H -5.04621 -2.81779 0.86228
H 4.59042 -0.57859 2.99846
H 5.75805 3.69840 1.43568
H -3.96592 -0.25618 3.95100
H -1.77484 2.01221 -2.08646
H 2.85372 4.79301 3.76698
H 1.23305 -0.86347 -0.01013
H -0.27090 -0.55499 2.53129
H 1.35121 -5.80283 0.13431
H 4.36182 3.55010 1.53574
H -4.73801 2.23611 -0.83246
H 1.76056 -0.59631 3.88640
H -1.88247 -4.38680 -4.27782
H -1.21639 -0.00464 -3.27874
H -2.32102 -3.75597 1.13072
H 2.18195 4.81884 -0.49002
H 4.07390 -0.08857 -1.94678
H -3.42406 -1.17794 -0.58792
H 5.82695 1.78994 -2.71690
H 1.52829 4.10978 -2.65115
H -4.72880 -3.47168 2.53253
H 3.33415 5.29157 -1.21990
H -0.14527 -3.31664 -5.39143
H 1.40380 -4.51402 0.77626
H -5.18606 -3.96416 -2.29976
H 1.73409 -1.26752 -4.97228
H 4.03075 -1.23120 0.14656
H -2.44917 -3.04953 -3.52179
H 2.73333 -1.47482 3.56545
*
```

Summary:
HOMO level = -10.06 eV
molar mass = 720.600 g mol⁻¹
E_tot = -3057.22313 Ha
HOMO-LUMO gap = 9.14 eV
LUMO = -0.93 eV
F_max = 10.961 eV Å⁻¹



Molecular formula: C26H20IN4O8PW
Method: DFT, ωB97M-V/def2-TZVPD

```
! RIJCOSX wB97M-V def2-TZVPD def2/J DEFGRID3
* xyz 2 3
W -2.39813 0.64369 -0.16333
I -3.86639 2.95353 -0.22683
P 0.01000 0.13685 -1.05526
O -0.91344 -2.68874 6.06532
O 1.33755 2.66689 4.09589
O 0.73687 2.73437 2.02794
O -2.12880 -1.32226 0.56646
O -3.60766 0.02867 1.42298
O -1.31846 1.29240 1.31115
O 0.62065 -1.28176 6.64871
O -4.05443 -0.25166 -1.46254
N 0.75105 2.23363 3.13772
N -2.71989 -0.34728 -1.97699
N -0.24796 -1.68850 5.91533
N -2.69702 -0.90167 1.69860
C 0.17757 0.27570 4.49386
C 2.79176 -1.27473 2.31008
C 0.88257 -1.61445 0.89079
C 3.05149 -0.06751 1.68084
C 0.73073 1.49890 -1.99116
C 1.42058 -2.90721 -3.33676
C 1.63638 3.73082 -2.04849
C 1.35924 2.49231 -4.09353
C -1.75344 -0.54552 2.73464
C -1.10584 -1.91756 -2.76794
C 1.11592 2.66918 -1.32726
C 1.75786 3.64362 -3.42935
C -2.44862 -1.49442 -2.50839
C -0.54735 -0.87455 4.71724
C -1.53657 -1.30992 3.85139
C 2.22507 0.38165 0.65927
C 0.02519 -1.29450 -2.19291
C -0.06100 1.01863 3.34903
C 1.12576 -0.38159 0.27139
C -0.95146 -3.03551 -3.59384
C 1.71208 -2.05391 1.90682
C -1.96228 2.50203 -1.11099
C 0.31040 -3.52147 -3.88997
C 0.84881 1.41872 -3.38019
C 1.27618 -1.81070 -2.48461
C -1.02938 0.62161 2.43143
H -1.82945 -3.51621 -4.00754
H -2.09479 -2.21288 4.05829
H 2.41208 -3.28419 -3.54984
H 3.90598 0.52763 1.97440
H 2.16516 4.47538 -3.98810
H -3.28485 -2.13705 -2.77072
H 0.55485 0.52195 -3.90924
H 0.42203 -4.38053 -4.53663
H 1.52874 -3.01279 2.37404
H 3.44215 -1.62292 3.10198
H -2.01490 2.63929 -2.18711
H 1.45383 2.42490 -5.16875
H 0.92997 0.59471 5.20228
H 0.05893 -2.23663 0.56891
H 1.01072 2.75298 -0.25170
H -4.54516 0.38397 -2.01695
H 1.94830 4.62746 -1.53003
H -1.23578 3.15143 -0.63630
H 2.45751 1.31314 0.16735
H 2.15912 -1.36741 -2.04084
*
```

Summary:
HOMO level (spin up / spin down) = -14.79 / -14.90 eV
molar mass = 858.184 g mol⁻¹
E_tot = -2528.97560 Ha
HOMO-LUMO gap (spin up / spin down) = 7.04 / 6.77 eV
expectation value of S² = 2.0116
LUMO (spin up / spin down) = -7.74 / -8.12 eV
F_max = 0.461 eV Å⁻¹